{"formula": "C33H35CaN3O2S", "method": "the ωB97M-V functional and the def2-TZVPD basis", "elements": ["Ca", "S", "O", "O", "N", "N", "N", "C", "C", "C", "C", "C", "C", "C", "C", "C", "C", "C", "C", "C", "C", "C", "C", "C", "C", "C", "C", "C", "C", "C", "C", "C", "C", "C", "C", "C", "C", "C", "C", "C", "H", "H", "H", "H", "H", "H", "H", "H", "H", "H", "H", "H", "H", "H", "H", "H", "H", "H", "H", "H", "H", "H", "H", "H", "H", "H", "H", "H", "H", "H", "H", "H", "H", "H", "H"], "positions_angstrom": [[-0.13, 1.18, 0.69], [-0.76, 3.96, 0.27], [-1.69, 5.00, -0.07], [-1.12, 3.11, 1.45], [-0.40, 0.58, -2.03], [-0.48, 2.86, -0.79], [2.40, -0.12, -0.02], [1.86, 6.59, 1.74], [0.06, 0.35, -4.78], [-1.26, -1.21, 2.85], [-0.43, -0.58, -2.64], [0.68, 5.96, 1.37], [0.75, 4.75, 0.69], [2.98, 1.20, 2.05], [-0.22, -0.75, -4.02], [-0.99, -2.68, 0.94], [0.32, 2.82, -4.91], [-0.91, -0.84, 4.26], [3.09, 6.02, 1.43], [3.14, 4.82, 0.73], [0.01, 4.11, -2.87], [1.97, 4.18, 0.36], [-1.87, -1.89, 0.21], [-0.21, 2.98, -2.14], [4.00, 1.59, 2.91], [2.81, -0.29, -1.41], [-2.16, -0.45, 2.10], [-0.69, -2.32, 2.25], [2.30, -1.42, 0.63], [3.69, 2.15, 4.15], [-0.17, 1.70, -2.80], [0.28, 4.02, -4.26], [-2.47, -0.77, 0.78], [1.36, 1.88, 3.62], [1.62, 1.31, 2.35], [-3.47, 0.05, 0.00], [3.40, 0.70, 0.68], [2.35, 2.30, 4.50], [0.08, 1.63, -4.18], [-0.39, -3.92, 0.32], [3.27, -1.95, 0.61], [-2.13, -2.17, -0.81], [0.52, 2.77, -5.97], [2.02, 3.25, -0.19], [2.09, 2.74, 5.45], [-0.28, 6.40, 1.59], [-0.04, 5.08, -2.40], [-0.98, -1.70, 4.92], [0.25, 0.25, -5.84], [-0.26, -1.74, -4.45], [1.99, -1.29, 1.67], [2.84, 0.68, -1.91], [1.82, 7.53, 2.28], [-0.62, -1.45, -2.01], [-1.06, -4.77, 0.45], [4.34, 0.13, 0.76], [5.04, 1.47, 2.63], [0.45, 4.93, -4.82], [3.81, -0.75, -1.49], [-1.58, -0.06, 4.64], [0.11, -0.46, 4.31], [0.33, 2.04, 3.94], [4.00, 6.51, 1.73], [-4.49, -0.23, 0.27], [0.57, -4.18, 0.79], [4.10, 4.38, 0.48], [0.01, -2.93, 2.82], [4.48, 2.47, 4.82], [3.62, 1.56, 0.02], [-3.35, -0.09, -1.07], [-2.65, 0.41, 2.56], [1.56, -2.03, 0.11], [2.11, -0.93, -1.93], [-0.22, -3.79, -0.75], [-3.37, 1.12, 0.21]], "mulliken_charge": [1.122, 1.087, -0.728, -0.705, 0.722, -0.113, 1.272, -0.648, -0.896, 1.508, -0.169, -0.764, 0.736, 0.796, -1.119, 0.292, -1.007, -1.546, -0.562, -0.624, -0.595, -0.074, 0.046, -0.246, -0.797, -1.380, -1.048, -0.240, -1.284, -0.651, 0.051, -0.825, 0.191, -0.585, 0.345, -1.717, -1.626, -0.887, 0.918, -1.749, 0.344, 0.819, 0.400, 0.175, 0.419, 0.447, 0.530, 0.440, 0.426, 0.475, 0.344, 0.331, 0.413, 0.311, 0.436, 0.510, 0.399, 0.396, 0.367, 0.363, 0.212, 0.477, 0.396, 0.465, 0.375, 0.398, 0.392, 0.382, 0.492, 0.300, 0.126, 0.239, 0.317, 0.337, 0.239], "homo_lumo_gap_ha": 0.2713, "homo_energy_ev": -7.40, "lumo_energy_ha": -0.0005, "total_charge": 0}


{"formula": "C33H35F5N4P2Pt", "method": "the ωB97M-V functional and the def2-TZVPD basis", "elements": ["Pt", "P", "P", "F", "F", "F", "F", "F", "N", "N", "N", "N", "C", "C", "C", "C", "C", "C", "C", "C", "C", "C", "C", "C", "C", "C", "C", "C", "C", "C", "C", "C", "C", "C", "C", "C", "C", "C", "C", "C", "C", "C", "C", "C", "C", "H", "H", "H", "H", "H", "H", "H", "H", "H", "H", "H", "H", "H", "H", "H", "H", "H", "H", "H", "H", "H", "H", "H", "H", "H", "H", "H", "H", "H", "H", "H", "H", "H", "H", "H"], "positions_angstrom": [[0.14, 0.59, 0.71], [-1.59, -0.52, -0.25], [1.79, -0.89, 0.04], [-2.96, -0.01, 6.23], [0.45, -1.44, 3.30], [-0.74, -1.55, 5.72], [-2.43, 2.18, 2.12], [-3.82, 1.77, 4.31], [2.65, -1.98, 1.07], [-2.81, 0.87, -0.57], [3.43, 0.10, -0.33], [-2.74, -1.36, 0.87], [-2.27, 0.14, 5.09], [-3.44, 3.03, -0.86], [-0.68, -2.12, -0.77], [4.69, 1.98, -0.61], [0.86, 2.06, -1.95], [1.38, 1.47, 2.17], [5.45, 0.86, -1.05], [3.23, -1.54, 2.28], [4.66, -0.28, -0.87], [0.17, -0.70, -4.01], [-0.02, 2.97, -2.75], [4.27, -2.39, 2.60], [-0.54, -0.52, 3.57], [-1.09, -0.31, -3.31], [-0.91, 0.40, 2.59], [-4.13, -1.47, 0.92], [-3.29, -2.90, 2.46], [1.32, 0.33, -3.82], [-1.52, 0.96, -3.20], [-0.94, 2.22, -3.74], [-4.10, 0.88, -1.11], [1.47, 0.99, -2.50], [-2.69, 1.06, 4.14], [-1.98, 1.20, 2.95], [-4.53, 2.20, -1.23], [-1.16, -0.65, 4.81], [-2.39, 2.19, -0.50], [3.47, 1.49, -0.19], [4.39, -3.35, 1.55], [3.43, -3.05, 0.60], [-4.49, -2.41, 1.89], [-2.24, -2.26, 1.82], [0.86, -2.09, -0.99], [2.28, -0.19, -4.02], [-4.60, -0.05, -1.35], [1.15, -1.89, -2.03], [0.60, 3.67, -3.34], [1.22, 2.52, -1.02], [-1.18, -2.39, 1.94], [-1.40, 2.44, -0.13], [4.88, -1.31, -1.07], [-1.79, -1.11, -3.06], [3.17, -3.54, -0.32], [2.40, 0.66, -2.06], [2.45, 1.52, 1.91], [1.23, 1.06, -4.63], [1.27, 1.05, 3.18], [-3.40, 4.11, -0.80], [-4.80, -0.91, 0.30], [-0.88, -2.84, 0.03], [-1.20, -2.46, -1.67], [-3.19, -3.65, 3.23], [0.50, -1.70, -3.69], [2.62, 2.05, 0.15], [0.94, 2.48, 2.19], [4.87, -2.32, 3.49], [6.45, 0.91, -1.45], [-0.64, 3.57, -2.08], [-0.40, 2.07, -4.68], [-1.77, 2.91, -3.96], [0.05, -0.83, -5.10], [4.96, 3.02, -0.56], [1.23, -3.09, -0.74], [-5.50, -2.70, 2.14], [-2.50, 1.13, -2.78], [5.09, -4.17, 1.48], [-5.52, 2.54, -1.51], [2.78, -0.72, 2.82]], "mulliken_spin": [0.679, 0.349, 0.167, 0.000, 0.000, 0.001, -0.010, 0.002, 0.003, 0.129, 0.032, -0.016, -0.005, 0.019, 0.226, -0.004, 0.002, 0.020, 0.002, -0.001, 0.005, -0.001, 0.004, 0.001, -0.013, 0.070, 0.313, -0.003, 0.000, 0.020, 0.027, 0.007, 0.012, -0.014, 0.016, -0.141, 0.020, 0.011, 0.032, 0.002, -0.001, 0.007, 0.003, 0.006, 0.000, 0.001, -0.008, -0.002, 0.002, -0.025, 0.001, -0.012, 0.001, -0.053, -0.001, 0.055, 0.002, 0.003, 0.003, 0.003, 0.001, 0.001, 0.002, 0.000, -0.002, 0.010, 0.010, 0.000, 0.001, 0.001, 0.001, 0.001, 0.000, 0.000, 0.014, 0.000, 0.013, 0.000, 0.002, 0.001], "homo_lumo_gap_ha": [0.1873, 0.1981], "homo_energy_ev": [-5.93, -7.95], "lumo_energy_ha": [-0.0307, -0.0940], "total_charge": 0, "multiplicity": 3}


{"formula": "C33H35N2O9PrS", "method": "the ωB97M-V functional and the def2-TZVPD basis", "elements": ["Pr", "S", "O", "O", "O", "O", "O", "O", "O", "O", "O", "N", "N", "C", "C", "C", "C", "C", "C", "C", "C", "C", "C", "C", "C", "C", "C", "C", "C", "C", "C", "C", "C", "C", "C", "C", "C", "C", "C", "C", "C", "C", "C", "C", "C", "C", "H", "H", "H", "H", "H", "H", "H", "H", "H", "H", "H", "H", "H", "H", "H", "H", "H", "H", "H", "H", "H", "H", "H", "H", "H", "H", "H", "H", "H", "H", "H", "H", "H", "H", "H"], "positions_angstrom": [[-0.51, 0.29, -0.58], [2.32, 0.44, 1.52], [2.25, -1.99, -5.62], [-1.47, -4.89, -6.80], [0.94, -0.01, 1.16], [2.21, -0.77, -3.97], [-3.17, -4.95, -5.64], [0.12, -0.77, -2.45], [-2.33, -0.95, -0.92], [-3.73, -2.32, -1.73], [-2.92, 0.32, 1.64], [-2.08, -4.51, -5.85], [1.67, -1.58, -4.66], [0.07, 1.23, 3.94], [-0.23, -3.02, -5.20], [-2.22, -3.08, -3.84], [2.08, 1.66, 5.22], [-2.41, -1.96, 1.29], [-1.51, -3.53, -4.96], [-0.76, 3.38, -0.01], [1.38, 1.40, 6.40], [1.39, 3.71, -1.44], [-0.39, -1.62, -3.22], [-1.70, -2.12, -2.94], [1.44, 1.56, 3.97], [4.14, -3.73, 0.49], [-2.20, 2.74, -1.66], [-2.23, -0.49, 1.05], [-2.09, 3.01, -0.28], [4.09, -2.44, 1.04], [2.31, -3.16, 2.50], [3.17, -2.15, 2.06], [0.03, 1.05, 6.35], [2.20, 1.83, 2.70], [3.29, -4.73, 0.95], [0.35, -2.07, -4.35], [-2.64, -1.78, -1.80], [-0.62, 0.97, 5.12], [-3.15, 2.99, 0.76], [-0.26, 3.74, 1.34], [-0.93, 2.94, -2.24], [3.08, -0.77, 2.66], [-0.62, 2.85, -3.69], [-0.04, 3.35, -1.23], [-3.41, 2.31, -2.40], [2.37, -4.45, 1.96], [-3.64, 3.01, -3.21], [1.09, -1.16, -0.63], [4.08, -0.41, 2.91], [1.57, -2.96, 3.28], [-2.90, 2.29, 1.55], [1.95, 2.86, -1.82], [-0.81, 4.59, 1.74], [1.73, 2.66, 2.16], [-0.45, 1.15, 2.99], [1.70, -5.22, 2.31], [-4.28, 2.26, -1.75], [2.50, -0.82, 3.58], [-1.46, -2.38, 1.67], [1.48, 4.52, -2.17], [0.43, 2.64, -3.86], [-0.52, 0.85, 7.27], [4.85, -3.94, -0.31], [1.88, 1.48, 7.36], [-1.67, 0.69, 5.08], [-1.21, 2.07, -4.17], [-3.28, 1.32, -2.85], [0.80, 3.98, 1.34], [1.86, 4.05, -0.52], [-3.27, 3.98, 1.21], [-3.20, -3.50, -3.69], [3.23, 2.14, 2.92], [-3.21, -2.14, 2.04], [-2.68, -2.46, 0.34], [0.32, -3.37, -6.06], [-0.42, 2.90, 2.03], [-4.12, 2.69, 0.35], [3.33, -5.72, 0.52], [4.76, -1.68, 0.66], [3.13, 1.94, 5.28], [-0.86, 3.80, -4.19]], "mulliken_spin": [2.004, 0.002, 0.000, 0.000, 0.010, 0.000, 0.000, 0.013, -0.002, 0.000, -0.003, 0.000, 0.000, -0.005, 0.000, 0.000, 0.000, -0.008, 0.001, 0.004, 0.000, -0.002, 0.000, 0.003, 0.001, 0.000, -0.007, -0.005, -0.002, -0.001, 0.000, -0.001, 0.000, 0.001, 0.000, -0.001, -0.005, 0.000, 0.000, -0.002, 0.009, 0.001, -0.001, 0.007, -0.002, 0.000, 0.000, -0.014, 0.000, 0.000, 0.000, -0.001, 0.000, -0.001, 0.003, 0.000, 0.000, 0.000, 0.001, 0.000, 0.000, 0.000, 0.000, 0.000, 0.000, 0.000, 0.000, 0.000, 0.000, 0.000, 0.000, 0.000, -0.001, 0.003, 0.000, 0.001, 0.000, 0.000, 0.000, 0.000, 0.000], "homo_lumo_gap_ha": [0.1378, 0.1385], "homo_energy_ev": [-0.19, -0.21], "lumo_energy_ha": [0.1309, 0.1309], "total_charge": -2, "multiplicity": 3}


Number 1: largest force on an atom 0.0319 hartree/bohr. Number 2: largest force on an atom 0.0607 hartree/bohr. Number 3: largest force on an atom 0.0706 hartree/bohr.